108
Properties=species:S:1:pos:R:3:mulliken_charge:R:1 method="wB97M-V/def2-TZVPD" homo_lumo_gap_ev=4.7 spin_multiplicity=1 lumo_ev=2.73 total_charge=-2 homo_ev=-1.93
C -5.334 5.077 -9.196 -0.5061
H 4.606 1.671 -0.609 0.3530
H 4.567 4.564 -2.959 0.2918
C 3.312 -2.401 1.848 -0.1797
C -6.146 3.164 -3.962 -0.0272
C -6.044 4.349 -8.256 -0.1895
H 7.436 -0.147 4.245 0.3227
C 2.865 2.457 -2.326 -0.7793
H 5.873 1.536 3.287 0.4949
N 4.265 4.575 0.242 -0.5622
O 4.908 -2.562 3.708 -0.7994
C -9.255 -0.925 -0.253 -0.7201
H -2.585 -1.897 5.490 0.3503
C -6.581 1.938 -4.442 -0.4547
C 6.930 1.552 3.039 -0.1573
C 9.551 1.682 2.341 -0.3920
H 4.886 3.845 0.601 0.2500
H -5.540 4.247 -2.200 0.3635
H -6.797 1.795 -5.493 0.3813
N -6.480 1.006 -2.227 -0.2392
H 1.553 1.049 -1.072 0.0992
H -8.923 0.840 3.096 0.3658
H -7.112 4.492 -8.130 0.3639
C 5.315 -8.243 3.066 -0.2150
C -4.219 -0.999 2.836 -0.2788
C -6.732 0.899 -3.540 -0.3091
H 6.930 -5.422 1.097 0.4331
H 8.875 3.369 1.180 0.3422
H 2.116 4.409 -2.040 0.2573
N -3.238 -1.037 3.746 -0.1274
C 5.774 -6.018 2.808 -0.3081
H 0.793 -0.933 4.539 0.1101
C 2.997 -1.337 0.675 1.0397
H 10.587 1.765 2.038 0.3443
N 4.923 4.766 -2.012 -0.6790
H -1.638 1.909 2.208 0.2357
H -9.295 -1.419 -1.216 0.3657
C -3.970 4.853 -9.306 -0.1124
H -11.352 -1.138 0.169 0.3475
H -11.165 0.014 2.376 0.3615
H 3.004 -3.486 1.713 0.0207
H 7.144 -7.770 0.273 0.3407
C 4.798 -2.540 2.446 0.3598
H 4.831 -9.008 3.666 0.3400
C 6.482 -6.246 1.638 -0.3022
H -5.834 5.801 -9.826 0.3525
H 2.887 0.260 -2.127 0.2153
C 3.694 1.078 -0.245 -0.1243
H 3.829 2.359 -2.911 0.3199
H -4.064 -0.300 2.020 0.4485
O 5.922 -2.680 1.667 -0.8117
C -8.055 -0.435 0.239 -0.0478
H 5.660 -5.012 3.203 0.5265
Cl 1.128 -3.900 -0.315 -0.3352
B 1.841 -0.749 2.559 1.0286
C 3.998 4.351 -1.192 0.3505
O 1.765 -0.698 1.092 -0.3424
C -0.421 0.522 3.401 0.1830
H -3.379 5.403 -10.030 0.3533
C -5.362 -1.782 2.898 -0.2537
H -6.017 4.003 -4.638 0.3930
N 5.190 -6.990 3.528 -0.5485
H 5.039 -0.289 0.880 0.0230
H 6.074 -9.606 1.587 0.3365
C 2.627 1.128 -1.441 -0.2910
C -3.372 3.914 -8.479 -0.6206
H -5.861 2.260 -0.724 0.3684
H -6.377 -3.289 4.048 0.3542
C 9.134 0.683 3.211 -0.2035
C 0.462 -0.792 3.450 -0.6859
H 4.598 -3.216 -0.525 0.3774
N -7.933 0.189 1.420 -0.3481
C -4.496 -2.718 4.920 -0.4906
H -3.750 2.490 -6.907 0.3860
C -3.394 -1.890 4.767 -0.2793
H -0.719 0.983 4.395 0.2075
C -10.295 -0.127 1.746 -0.4295
C 8.601 2.572 1.864 -0.2611
C -5.498 -2.659 3.963 -0.3401
C -9.051 0.331 2.147 -0.2585
C 6.004 -8.575 1.911 -0.3319
H 9.844 -0.037 3.605 0.3482
C -4.171 3.236 -7.573 -0.0907
O 3.984 -3.279 -1.299 -0.5178
F 2.446 0.562 2.899 -0.4254
C -5.880 3.304 -2.609 -0.7452
C 6.597 -7.551 1.184 -0.3087
H -0.217 -1.678 3.226 0.1532
H 4.615 -0.882 -0.783 0.5856
C -6.059 2.202 -1.789 -0.0728
C -0.871 1.077 2.194 -0.8030
O 2.546 -1.967 2.994 -0.5749
H -4.567 -3.391 5.765 0.3639
C 4.170 -0.389 0.148 -1.1816
H -7.073 -0.079 -3.866 0.3453
N 7.303 2.522 2.195 -0.4106
P 2.551 -2.425 -0.844 0.0306
H 3.264 1.675 0.616 0.1419
H -7.136 -0.537 -0.326 0.5306
H -0.450 0.627 1.239 0.0683
H 2.022 2.439 -3.103 0.3513
H 3.392 4.632 0.771 0.3092
C 7.797 0.618 3.569 -0.4212
C -10.395 -0.767 0.519 -0.1558
N 2.716 3.734 -1.564 -0.2449
N -5.491 3.435 -7.446 -0.2951
H -6.123 -1.707 2.133 0.2390
H -2.310 3.713 -8.537 0.3643

---

96
Properties=species:S:1:pos:R:3:mulliken_charge:R:1 method="wB97M-V/def2-TZVPD" homo_lumo_gap_ev="7.3 / 5.1" spin_multiplicity=1 lumo_ev="0.25 / 0.28" homo_ev="-7.01 / -4.79"
H 1.956 2.085 7.178 0.4633
C 1.949 1.850 -3.313 0.4244
C -3.134 3.050 4.595 -1.1767
C -2.146 2.231 1.659 0.0027
H -1.734 -0.450 -4.444 0.7932
H -0.297 0.817 8.668 0.3621
H -2.984 -3.435 -7.715 0.3741
H -2.241 -4.226 -3.282 0.4057
C 1.080 0.144 7.144 1.8489
H -1.971 -0.471 2.931 0.3702
C -0.654 -0.587 -4.465 -0.9046
H -2.331 1.868 6.206 -0.0703
C 0.954 2.861 -3.424 0.1904
H -3.552 0.623 1.455 0.4707
C 2.618 0.882 -6.060 0.4048
H -3.299 3.849 5.334 0.4320
H 1.071 -1.057 -0.026 0.3624
C 2.649 -1.819 7.940 -1.9360
C 2.376 0.042 -7.161 -0.5385
H 1.781 -1.819 -1.489 0.2756
H -4.018 3.067 3.940 0.4126
H -1.238 4.109 4.496 0.3435
C -1.689 -2.887 -6.073 -0.0291
O 1.064 0.209 5.652 -0.2111
C 3.307 3.353 -1.965 -0.6119
H 0.441 -3.087 8.525 0.4453
H 2.754 -2.899 7.837 0.5049
C -1.491 -4.954 -7.323 -0.4415
H 3.502 2.735 -5.385 0.3642
H 0.349 4.830 -2.813 0.4089
Zn 0.943 0.403 -2.136 0.6399
H 2.770 -1.570 9.002 0.3350
H 3.454 -1.347 7.377 0.3750
H -0.473 3.489 2.311 0.3968
C -1.365 -2.362 -2.598 0.5545
C 1.275 -1.418 7.455 1.6386
H 2.476 -0.172 -9.302 0.3927
H -4.038 1.601 5.920 0.3822
C -1.422 3.072 2.675 -0.5055
C -1.413 -1.349 -1.633 -0.3364
H -1.835 -5.614 -8.116 0.3654
H 3.161 0.792 7.066 0.3457
C 3.267 1.732 -8.643 -0.4629
H -0.085 1.154 -5.621 0.8936
H -0.942 -0.362 -1.817 0.2402
C 1.684 -0.889 -0.915 -1.3591
C 0.230 -2.016 8.376 -1.6841
C -0.396 -5.317 -6.524 -0.5339
C -0.624 -3.253 -5.239 0.3124
H -3.637 -2.700 0.516 0.4537
H -3.898 -4.279 -1.407 0.3695
C -3.008 -2.612 -0.359 -0.4520
H -2.191 -1.930 -5.933 0.3062
H -4.006 1.801 2.677 0.3943
O 1.106 -2.061 6.156 -0.3672
H -2.671 -0.412 5.287 0.4233
C 2.285 4.304 -2.014 -0.5939
C -3.077 1.732 5.396 -0.1904
C -2.575 0.357 3.329 -0.3344
C 2.216 1.080 7.529 -1.8755
H -0.799 -1.925 7.991 0.2826
H -0.336 1.751 7.171 0.5723
C 0.038 -4.472 -5.501 -0.5331
C 2.688 0.469 -8.454 -0.5854
C 3.175 2.148 -2.633 -0.4976
H 1.912 -0.934 -7.005 0.4407
H -1.425 1.689 1.055 -0.0470
C -2.062 -1.577 -0.433 -0.7768
P -0.020 -2.138 -3.862 0.2039
C 0.203 0.367 -4.916 -1.0631
H 0.895 -4.755 -4.887 0.3672
H 3.983 1.410 -2.654 0.4460
C -2.240 -3.456 -2.503 -0.4737
C -2.743 0.490 4.642 -0.2813
P 1.935 0.314 -4.404 0.0828
H 4.027 3.516 -7.692 0.3743
C -2.134 -3.730 -7.094 -0.6134
B 1.057 -1.057 5.317 0.0258
C 1.124 4.062 -2.744 -0.7573
H 2.415 5.259 -1.507 0.3789
C -0.252 0.741 7.581 -1.9923
H 4.233 3.572 -1.421 0.4274
C -1.846 3.414 3.886 -0.3666
C 3.259 2.113 -6.244 -0.3024
H -1.104 0.166 7.225 0.1688
H 2.337 1.122 8.622 0.3404
H 3.490 2.075 -9.652 0.3540
H 0.075 2.694 -4.053 0.3459
H -2.687 2.891 0.968 0.3775
C -3.127 -3.512 -1.421 -0.6865
H 0.115 -6.269 -6.705 0.3595
H 0.281 -1.532 9.372 0.3419
H 2.677 -0.507 -0.639 0.3440
C -3.149 1.246 2.276 -0.9758
C 3.562 2.540 -7.544 -0.5499
H -1.838 -0.948 0.427 0.4042

---

108
Properties=species:S:1:pos:R:3:mulliken_charge:R:1 method="wB97M-V/def2-TZVPD" homo_lumo_gap_ev=5.9 spin_multiplicity=1 lumo_ev=2.21 relative_energy_kcal_mol=9.2 total_charge=-1 homo_ev=-3.68
C -3.435 1.100 1.485 -0.1365
N 4.935 0.399 1.607 -0.5045
H -3.111 3.743 2.845 0.4260
C -3.003 3.504 -4.600 -0.8493
N 0.170 2.266 -1.563 1.6038
H -3.163 1.836 3.534 0.5135
H 2.862 3.267 1.470 0.4718
H -1.047 -2.842 -4.368 0.4498
H 4.575 -0.467 1.207 0.1952
C -1.974 5.154 3.872 -0.4123
C -2.099 4.006 3.127 -1.1231
H -2.980 1.737 0.721 0.0726
C -0.797 3.479 -3.385 -0.2413
C 0.157 -2.851 2.471 -0.6100
H -4.447 -1.473 -0.562 0.4605
C -1.915 -2.871 3.420 -0.0200
O 2.856 0.460 4.436 -0.5308
C -0.384 -0.814 -4.345 0.2632
C 2.174 -1.352 -3.609 -1.3261
C -0.833 2.464 -2.364 -0.1219
N 4.533 0.501 2.961 -0.0861
C 3.186 0.581 3.150 -0.0937
H -1.331 4.721 -4.955 0.2856
H 4.978 -0.125 3.621 0.2943
H 3.845 -4.811 2.207 0.5278
H 0.143 4.008 -3.438 0.2050
H -2.917 5.647 4.096 0.3109
C -0.341 -4.541 3.904 -0.4115
H -4.151 -0.906 1.655 0.4425
H -2.885 -2.393 3.523 0.3557
H 2.034 4.499 3.067 0.2849
H -4.679 2.300 -4.237 0.2947
C -1.099 -1.881 -4.864 -0.6931
H -2.132 -1.538 -1.136 0.2922
C -3.886 -0.538 -0.460 -1.0198
H 1.283 -3.701 -1.030 0.6417
H -4.460 1.459 1.620 0.3679
C 3.325 -5.085 1.299 -0.4372
C -1.705 3.914 -4.327 -0.8566
C 2.038 3.508 0.781 -1.4937
N 2.720 -8.031 -0.842 -0.5996
C 1.323 3.146 -1.664 -1.6703
H -2.493 -0.817 1.156 -0.5386
H 2.093 -2.163 -4.332 0.4024
C 1.936 -5.741 -1.011 -1.0147
H 2.839 -1.620 -2.788 0.3713
H 5.945 0.397 1.593 0.2480
H 1.029 4.205 -1.618 0.5049
C -2.622 1.248 2.787 -1.6654
H 0.968 -0.377 4.184 -0.0079
O 2.751 -1.560 0.180 -0.6560
H 2.510 -0.430 -4.084 0.3976
H -4.567 0.266 -0.756 0.2965
C 3.390 -6.375 0.798 -0.7727
H 2.026 4.606 0.697 0.6458
C -1.616 -4.038 4.109 -0.8999
C -1.265 0.654 -6.012 -0.6016
C -0.462 0.452 -4.900 -0.5571
C 1.436 0.476 4.676 -0.1208
H 3.317 3.340 -0.897 0.4908
C -1.094 3.054 2.723 0.3916
H -3.549 4.025 -5.377 0.3080
H -2.463 -2.494 -6.399 0.3863
H -3.075 -0.843 -2.437 0.5652
C 2.367 2.898 -0.579 -0.2255
C -3.652 2.479 -3.926 -0.8288
N 0.550 -3.970 3.109 -0.4670
C -3.220 1.629 -2.929 -0.9544
H -2.616 -0.246 -7.413 0.3927
O 0.152 -2.413 -2.321 -0.8320
H -1.358 1.650 -6.424 0.4151
C -0.839 5.757 4.421 -0.5888
C 2.698 -6.714 -0.363 1.1166
Ba 0.324 0.389 0.605 -0.1072
O 3.379 -2.411 2.400 -0.8346
H 1.808 3.008 -2.644 0.5438
H -2.476 0.250 3.217 0.2165
H 2.589 1.825 -0.494 -0.2004
H 0.992 1.399 4.305 0.0221
S 2.467 -2.487 1.274 1.4690
C 1.873 -4.451 -0.517 -0.5698
S 0.564 -1.074 -2.851 1.4163
H 3.550 -8.546 -0.593 0.2278
H -0.015 -5.447 4.408 0.4215
C -1.978 1.476 -2.227 0.6417
H -2.328 -4.518 4.764 0.3865
H 3.971 -7.131 1.315 0.2887
H -0.991 6.592 5.093 0.2919
N -1.057 -2.274 2.613 0.2691
H 0.061 1.288 -4.453 0.5573
H 1.237 5.970 4.638 0.3176
N 0.771 3.033 1.282 0.3252
H 2.520 -8.112 -1.827 0.2393
C -2.697 -0.644 -1.424 -1.7235
C -3.471 -0.350 0.999 0.5131
C 0.469 5.402 4.118 -0.4605
C -1.893 -1.673 -5.984 -0.5901
N 0.962 -2.192 1.616 0.8304
C 0.957 4.497 3.195 -0.6270
N -1.750 0.464 -1.435 1.8800
O 2.387 0.750 2.253 0.7921
H 1.386 -5.998 -1.910 0.3441
H 1.326 0.401 5.753 0.2933
C 2.575 -4.127 0.638 -0.7951
C 0.269 3.569 2.349 0.7627
H -3.978 0.924 -2.624 0.1238
C -1.976 -0.408 -6.555 -0.6199
N -1.304 1.794 2.506 0.6308